1.
{"formula": "C35H68AsFeN2OSi3", "method": "ωB97M-V/def2-TZVPD", "multiplicity": 5, "e_tot_ev": -161287.92070, "charge": -1, "largest_force_ev_per_a": 0.5, "e_above_lowest_kj_mol": 3.91, "orbital_gap_ev": [4.368, 4.881], "s_squared": 6.0287, "symbols": ["Fe", "C", "C", "C", "C", "C", "C", "C", "C", "C", "C", "C", "C", "N", "C", "C", "C", "C", "C", "N", "C", "C", "C", "C", "H", "H", "H", "H", "H", "H", "H", "H", "H", "H", "H", "H", "H", "H", "H", "H", "H", "H", "H", "H", "H", "H", "H", "H", "H", "H", "H", "H", "H", "C", "H", "H", "C", "Si", "C", "C", "As", "Si", "C", "C", "C", "Si", "C", "C", "C", "H", "H", "H", "H", "H", "H", "H", "H", "H", "H", "H", "H", "H", "H", "H", "H", "H", "H", "H", "H", "H", "H", "H", "H", "H", "H", "H", "C", "C", "O", "C", "C", "H", "H", "H", "H", "H", "H", "H", "H", "H", "H"], "coordinates": [[-0.9671, -0.7586, -0.3466], [4.9765, 1.3116, -0.0287], [4.1944, 0.0290, 0.2908], [5.0406, -0.8024, 1.2616], [3.8175, -0.7475, -0.9685], [4.8588, -0.9777, -1.8648], [4.6508, -1.5694, -3.0930], [3.3595, -1.9146, -3.4489], [2.2820, -1.7258, -2.5914], [0.9182, -2.1222, -3.1276], [0.2687, -3.2801, -2.3761], [0.0098, -0.9080, -3.3275], [2.5095, -1.1771, -1.3078], [1.4158, -1.0440, -0.3987], [1.6972, -1.3653, 0.8252], [0.7913, -1.3155, 1.9117], [1.0537, -1.6481, 3.2486], [-0.1776, -1.6136, 3.8945], [-1.1392, -1.2904, 2.9120], [-0.5490, -1.0759, 1.7267], [-2.6447, -1.2785, 3.0709], [-3.2354, -0.0031, 2.4805], [-3.0255, -1.3802, 4.5475], [-3.2282, -2.4784, 2.3139], [5.0285, 1.9384, 0.8646], [4.5115, 1.8863, -0.8254], [6.0019, 1.0880, -0.3302], [3.2809, 0.3344, 0.8002], [5.9802, -1.0917, 0.7846], [4.5487, -1.7180, 1.5895], [5.2853, -0.2142, 2.1490], [5.8585, -0.6623, -1.5911], [5.4769, -1.7404, -3.7723], [3.1683, -2.3552, -4.4212], [1.1165, -2.5026, -4.1365], [-0.0149, -3.0408, -1.3542], [0.9483, -4.1366, -2.3396], [-0.6474, -3.5806, -2.8871], [-0.1608, -0.3313, -2.4143], [-0.9738, -1.2177, -3.6817], [0.4562, -0.2284, -4.0596], [2.6835, -1.7561, 1.0697], [2.0210, -1.8838, 3.6680], [-0.3737, -1.8138, 4.9358], [-2.9882, 0.8646, 3.0915], [-4.3251, -0.0827, 2.4288], [-2.8656, 0.1577, 1.4664], [-2.5939, -0.5601, 5.1257], [-2.6871, -2.3234, 4.9822], [-4.1125, -1.3333, 4.6499], [-3.0156, -2.3996, 1.2461], [-4.3132, -2.5149, 2.4548], [-2.7972, -3.4126, 2.6828], [-2.6477, -0.6858, -1.2309], [-3.6299, -0.7737, -0.7434], [-2.8049, -0.6381, -2.3175], [0.1578, 5.2479, 1.5311], [0.1894, 3.3642, 1.4724], [1.9823, 2.8170, 1.6096], [-0.6829, 2.7397, 3.0084], [-0.7245, 2.1788, -0.3513], [-2.8286, 3.1714, -0.7869], [-2.7456, 5.0594, -0.8629], [-3.5035, 2.5852, -2.4350], [-4.0581, 2.7552, 0.5561], [0.5426, 3.1524, -2.0796], [-0.3676, 3.0431, -3.7200], [2.1020, 2.1261, -2.2068], [1.0879, 4.9470, -1.8780], [0.4887, 5.5426, 2.5326], [-0.8379, 5.6602, 1.3748], [0.8308, 5.7046, 0.8067], [2.4356, 3.2570, 2.5028], [2.5834, 3.1075, 0.7451], [2.0163, 1.7297, 1.7127], [-0.1933, 3.1569, 3.8944], [-0.6311, 1.6510, 3.0659], [-1.7335, 3.0357, 3.0319], [-1.9407, 5.4289, -1.5005], [-2.6254, 5.4981, 0.1285], [-3.6927, 5.4255, -1.2725], [-3.2536, 3.2724, -3.2445], [-4.5931, 2.5348, -2.3533], [-3.1547, 1.5796, -2.6653], [-3.7229, 3.0515, 1.5506], [-4.2640, 1.6874, 0.5491], [-4.9848, 3.2944, 0.3310], [-0.8857, 2.0930, -3.8461], [0.3737, 3.1384, -4.5201], [-1.0936, 3.8485, -3.8396], [1.9213, 1.1986, -2.7507], [2.4620, 1.8473, -1.2174], [2.8914, 2.6802, -2.7238], [0.2769, 5.6318, -1.6310], [1.5242, 5.2619, -2.8317], [1.8615, 5.0430, -1.1135], [0.9928, -5.1197, 1.1288], [-0.3364, -4.5600, 1.6063], [-1.1290, -4.1267, 0.5160], [-2.0782, -5.0730, 0.0833], [-2.7415, -4.5445, -1.1729], [1.5963, -5.4664, 1.9711], [1.5507, -4.3460, 0.5989], [0.8460, -5.9585, 0.4445], [-0.1745, -3.6936, 2.2491], [-0.8842, -5.3068, 2.1978], [-2.8204, -5.2276, 0.8804], [-1.5926, -6.0440, -0.0945], [-2.8309, -3.4543, -1.1182], [-3.7380, -4.9750, -1.2890], [-2.1622, -4.7882, -2.0637]]}

2.
{"formula": "C11H11NO2S", "method": "ωB97M-V/def2-TZVPD", "multiplicity": 1, "e_tot_ev": -28002.14338, "largest_force_ev_per_a": 6.0, "e_above_lowest_kj_mol": 466.75, "orbital_gap_ev": 9.058, "symbols": ["C", "C", "C", "C", "C", "C", "C", "C", "C", "C", "C", "N", "O", "O", "S", "H", "H", "H", "H", "H", "H", "H", "H", "H", "H", "H"], "coordinates": [[3.0240, 0.4693, -1.3096], [2.8979, 1.1150, -0.1079], [2.2065, -0.5909, -1.6894], [1.7870, 0.8620, 0.6828], [1.2298, -0.9813, -0.8072], [1.0479, -0.3124, 0.3898], [-2.6873, 2.0751, 0.0875], [-3.0737, 1.3012, -0.9087], [-1.7094, 1.4428, 0.9228], [-0.4561, -2.3012, 1.1813], [-0.1122, -0.8111, 1.1565], [-1.7002, 0.1235, 0.5517], [-1.0742, 1.9712, 1.8322], [-3.0823, -1.3093, -1.0591], [-2.1256, -0.2119, -0.9838], [3.9552, 0.8344, -1.9096], [3.7502, 1.7219, 0.1706], [2.2575, -1.1231, -2.6293], [1.5849, 1.2806, 1.6126], [0.5302, -1.8772, -1.0246], [-3.1618, 3.0964, 0.1493], [-3.5792, 1.5298, -1.8395], [-1.2463, -2.5953, 0.4350], [0.5269, -2.7739, 0.9267], [-0.8656, -2.5588, 2.0702], [0.0760, -0.3766, 2.0997]]}

3.
{"formula": "C38H27BrN6O3SV", "method": "ωB97M-V/def2-TZVPD", "multiplicity": 4, "e_tot_ev": -161491.23783, "largest_force_ev_per_a": 0.5, "e_above_lowest_kj_mol": 48.42, "orbital_gap_ev": [4.943, 7.536], "s_squared": 3.8150, "symbols": ["V", "N", "C", "C", "C", "C", "C", "C", "C", "C", "C", "C", "C", "C", "H", "H", "H", "H", "H", "H", "H", "H", "H", "H", "O", "N", "O", "C", "C", "C", "C", "C", "C", "N", "C", "C", "N", "C", "C", "C", "C", "H", "H", "H", "H", "H", "H", "H", "O", "C", "C", "C", "N", "C", "Br", "C", "H", "H", "H", "H", "S", "C", "C", "C", "C", "C", "C", "C", "C", "C", "N", "H", "H", "H", "H", "H", "H"], "coordinates": [[0.4460, -0.0024, 0.4297], [2.3882, 0.9873, -0.0250], [3.0498, 2.0981, 0.6277], [4.3859, 2.2998, 0.3006], [5.1405, 3.2768, 0.9182], [4.5394, 4.0447, 1.9050], [3.2091, 3.8457, 2.2200], [2.4037, 2.8972, 1.5711], [0.9620, 2.7749, 1.9479], [0.3846, 3.8734, 2.6127], [-0.8808, 3.8260, 3.1558], [-1.6111, 2.6472, 3.0559], [-1.0801, 1.5972, 2.3339], [0.1790, 1.6364, 1.7128], [2.4244, 1.1292, -1.0324], [2.9613, 0.1560, 0.1605], [4.8379, 1.6600, -0.4488], [6.1785, 3.4197, 0.6531], [5.1079, 4.7920, 2.4417], [2.7848, 4.4299, 3.0208], [0.9298, 4.8027, 2.6972], [-1.2867, 4.6935, 3.6595], [-2.5911, 2.5651, 3.5076], [-1.6906, 0.7030, 2.2271], [-5.2543, -3.8796, -1.4895], [-5.3178, -2.6764, -1.8176], [-6.2015, -2.2527, -2.5806], [-4.3554, -1.7731, -1.3476], [-4.4712, -0.4425, -1.7722], [-3.5188, 0.5117, -1.4253], [-3.5935, 1.8773, -1.8252], [-2.5953, 2.7345, -1.4684], [-1.4942, 2.2542, -0.7400], [-1.3873, 0.9911, -0.3738], [-2.3905, 0.1395, -0.6631], [-2.2763, -1.2077, -0.1755], [-1.1621, -1.4890, 0.5335], [-1.0072, -2.7105, 1.0397], [-1.9418, -3.7087, 0.8342], [-3.0613, -3.4571, 0.0656], [-3.2638, -2.1773, -0.4832], [-5.3184, -0.1697, -2.3808], [-4.4484, 2.2063, -2.4013], [-2.6276, 3.7792, -1.7432], [-0.6909, 2.9184, -0.4397], [-0.1124, -2.8843, 1.6233], [-1.7784, -4.6841, 1.2697], [-3.7852, -4.2301, -0.1241], [-2.5951, -0.5970, -5.3230], [-1.6795, -0.5566, -4.3431], [-1.4315, -1.6127, -3.4690], [-0.5070, -1.4213, -2.4697], [0.1617, -0.2714, -2.2573], [-0.0372, 0.6743, -3.1597], [0.9595, 2.2754, -2.9726], [-0.9279, 0.6061, -4.2112], [-3.1083, -1.4135, -5.2733], [-1.9721, -2.5472, -3.5452], [-0.2961, -2.2216, -1.7742], [-1.0664, 1.4295, -4.8934], [2.5818, -2.3723, 3.7889], [1.5766, -1.2434, 4.5727], [0.8911, -0.4532, 3.7036], [1.1484, -0.7330, 2.3247], [2.0609, -1.7572, 2.2396], [2.5021, -2.3398, 0.9971], [3.4268, -3.3912, 0.9209], [3.8192, -3.8670, -0.3044], [3.2957, -3.2681, -1.4500], [2.4012, -2.2346, -1.2987], [1.9785, -1.7714, -0.1108], [1.5561, -1.2291, 5.6504], [0.2171, 0.3214, 4.0415], [3.8162, -3.8063, 1.8393], [4.5250, -4.6829, -0.3730], [3.5793, -3.5912, -2.4404], [2.0052, -1.7474, -2.1771]]}